[1]
Density functional theory data (wB97M-V/def2-TZVPD) for the ion C3H7N2O with charge +1.

Output
HOMO energy ... -14.72 eV
LUMO level ... -3.7412 eV
SMILES ... [NH3+][C@@H]1COC=N1
Charge ... +1
HOMO-LUMO gap ... 10.9755 eV

Last column: natural (NBO) charge in e.
Cartesian coordinates (Å):
O (0.559214, -2.161521, 0.141431)  -0.456
N (-0.723767, 1.197685, 0.110393)  -0.683
N (0.409248, -0.391940, 1.532013)  -0.538
C (0.477981, -1.140657, -0.809513)  -0.108
C (0.453445, -1.662116, 1.361997)  0.467
C (0.486881, 0.281912, 0.300058)  0.088
H (0.404588, -2.508265, 2.069573)  0.237
H (-0.459474, 2.071611, -0.328336)  0.449
H (-0.590279, -1.094790, -1.388715)  0.191
H (1.247355, 0.966827, 0.075226)  0.209
H (-1.277169, 1.299857, 0.931454)  0.456
H (-1.337424, 0.666186, -0.486005)  0.435
H (1.399637, -1.198161, -1.517798)  0.253

Forces on atoms 1 to 2 (eV/Å):
O -0.346 -0.168 -1.037
N 0.087 -1.564 -0.987

[2]
Density functional theory data (wB97M-V/def2-TZVPD) for the ion C3H7N2O2 with charge -1.

Output
HOMO energy ... -3.49 eV
LUMO level ... 0.7990 eV
Charge ... -1
HOMO-LUMO gap ... 4.2900 eV

Last column: natural (NBO) charge in e.
Cartesian coordinates (Å):
O (2.896046, 0.575175, -1.668592)  -0.778
O (0.013861, -1.831359, 0.191870)  -0.662
N (-1.484862, 1.338670, 1.088250)  -0.775
N (0.415778, 0.410744, -0.753665)  -0.458
C (-1.538869, -0.041246, 0.556778)  -0.260
C (1.890941, -0.216949, -1.123568)  0.106
C (-0.066879, -0.405065, 0.311796)  0.169
H (0.006608, 1.285951, -0.426630)  0.411
H (1.787479, -1.139069, -1.618764)  0.167
H (-1.910182, -0.631331, 1.363124)  0.211
H (2.097574, -0.599502, -0.157257)  0.171
H (0.495629, -0.095270, 1.193806)  0.233
H (-2.459863, 1.439403, 1.322038)  0.291
H (-2.143260, -0.090153, -0.279186)  0.175

Forces on atoms 1 to 2 (eV/Å):
O -3.276 -1.761 1.677
O 0.779 3.993 0.196

[3]
Density functional theory data (wB97M-V/def2-TZVPD) for the ion C3H7N2O2 with charge +1.

Output
HOMO energy (alpha / beta) ... -14.11 / -13.05 eV
LUMO level (alpha / beta) ... -4.3496 / -6.3186 eV
Charge ... +1
HOMO-LUMO gap (alpha / beta) ... 9.7605 / 6.7362 eV

Last column: natural (NBO) charge in e.
Cartesian coordinates (Å):
O (2.426583, -0.004255, 0.933355)  -0.461
O (-2.410655, -1.147358, 0.302108)  -0.421
N (2.049554, -0.731308, -0.091336)  0.051
N (-1.606915, 1.075629, 0.365542)  -0.788
C (-0.128219, -0.898454, -0.322000)  -0.210
C (-1.419471, -0.515991, 0.142121)  0.590
C (1.032492, -0.110197, -0.898518)  -0.337
H (2.985209, -0.554203, 1.523257)  0.515
H (-2.028176, 1.481103, -0.480787)  0.450
H (0.974213, 0.973203, -0.757191)  0.200
H (-0.051229, -1.962180, -0.495071)  0.259
H (-0.741119, 1.569449, 0.600681)  0.439
H (-2.295498, 1.177920, 1.125136)  0.457
H (1.213230, -0.353362, -1.947299)  0.254

Forces on atoms 1 to 2 (eV/Å):
O -0.138 0.853 0.425
O -0.016 0.096 0.183

ΔE to the lowest compared entry with this formula, charge and spin values (in kJ/mol) by entry order: 246.2 908.3 428.3.
E values (in eV) by entry order: -8243.5878 -10292.2217 -10288.3714.
Largest force on an atom values (in hartree/bohr) by entry order: 0.0741 0.1105 0.0254.